# C5H28NO10S

A cluster of 10 separate species, C5H28NO10S in total (wB97M-V/def2-TZVPD, the Open Molecules 2025 dataset).

Values from the calculation:
Energy above the lowest of the compared OMol25 structures with the same formula, charge and spin (eV): 0.000
HOMO energy (hartree): -0.1541
Orbital gap (eV): 6.88
Net charge: -1

Atoms and positions in Å:
1 O 1.8386 -0.4059 -1.4438
2 C 1.0081 0.3090 -2.0124
3 N 0.2177 1.1671 -1.3682
4 C 0.1888 1.6377 0.1124
5 C -1.0766 0.9123 0.5861
6 S -1.5296 1.1873 2.3732
7 C -0.0537 3.1283 0.0351
8 C 0.8562 0.4146 -3.5385
9 H -0.4870 1.6417 -1.9184
10 H 1.0739 1.2364 0.6231
11 H -0.8989 -0.1539 0.5124
12 H -1.9973 1.1592 0.0686
13 H 0.3321 3.5222 1.0039
14 H -1.1064 3.3593 -0.1941
15 H 0.5343 3.5465 -0.7849
16 H 0.0087 -0.2025 -3.8473
17 H 0.8115 1.4576 -3.9110
18 H 1.7504 -0.0281 -3.9423
19 H -3.6333 -0.8856 -1.7204
20 H -2.1537 -0.6494 -1.2953
21 O -2.9164 -0.2497 -1.7563
22 H -2.7035 1.3628 -2.5790
23 H -2.5866 2.8499 -2.2022
24 O -2.4349 2.2352 -2.9270
25 H -1.4642 -2.5876 -0.1776
26 H -0.7053 -2.7707 -1.4788
27 O -1.6052 -2.5607 -1.1483
28 H 2.0668 -0.6209 1.4208
29 H 1.2995 -1.6138 0.6034
30 O 2.0591 -1.5588 1.1986
31 H 1.8762 -3.1818 2.3543
32 H 1.2283 -2.1069 3.2934
33 O 1.2670 -3.0411 3.0802
34 H -1.4077 -1.7803 2.3722
35 H -0.2767 -2.7814 2.2042
36 O -1.1900 -2.5963 1.8928
37 H 0.1940 0.4266 4.0479
38 H -0.0482 1.7448 3.5371
39 O 0.5043 1.2987 4.3261
40 H 1.6967 -2.1452 -1.9685
41 H 1.3415 -3.6440 -1.9223
42 O 0.9874 -2.7819 -2.1890
43 H 2.1074 1.1996 2.1043
44 H 2.3141 1.2804 3.7337
45 O 2.7127 1.2694 2.8421

# C5H28NO11

A cluster of 10 separate species, C5H28NO11 in total (wB97M-V/def2-TZVPD, the Open Molecules 2025 dataset).

Values from the calculation:
Energy above the lowest of the compared OMol25 structures with the same formula, charge and spin (eV): 0.576
HOMO energy (hartree): -0.4691
Orbital gap (eV): 10.30
Net charge: +1

Atoms and positions in Å:
1 O 2.6329 1.2040 -1.1297
2 C 2.5541 0.0111 -1.2353
3 C 1.5854 -0.8457 -0.4348
4 C 0.2491 -0.7914 -1.1473
5 C -0.9571 -1.6332 -0.7203
6 C -1.6302 -1.1652 0.5450
7 O -0.9943 -0.6705 1.4523
8 N 1.5689 -0.3620 0.9657
9 H 2.9889 -0.5051 -2.1077
10 H 2.0306 -1.8414 -0.5001
11 H -0.1024 0.2422 -1.2094
12 H 0.4130 -1.0060 -2.2044
13 H -1.7047 -1.6030 -1.5078
14 H -0.6838 -2.6903 -0.7098
15 H -2.7320 -1.1490 0.5521
16 H 2.4907 -0.0621 1.2836
17 H 1.1752 -1.0104 1.6553
18 H 0.8208 0.3424 0.9553
19 H -2.0308 2.1753 -2.3686
20 H -1.9988 0.6917 -2.7258
21 O -2.2279 1.2971 -2.0120
22 H -0.8718 -3.9883 -3.2596
23 H -0.2896 -2.8756 -3.9833
24 O -0.6009 -3.0736 -3.0868
25 H 1.7670 -3.0408 3.0100
26 H 2.4883 -3.5003 1.7281
27 O 1.9394 -2.7985 2.0927
28 H 3.2646 1.7872 3.3765
29 H 1.7659 1.9297 2.8999
30 O 2.6290 1.5275 2.7055
31 H -1.3714 1.6203 0.3316
32 H -0.6477 2.2860 -0.8549
33 O -0.5076 1.8990 0.0115
34 H 0.6019 0.4310 3.3617
35 H 0.5915 0.2045 4.8849
36 O 0.2879 -0.1545 4.0471
37 H -0.7018 2.5831 3.6371
38 H -0.0440 2.5029 2.0884
39 O 0.0554 2.5654 3.0443
40 H 0.3896 2.8994 -3.4967
41 H -1.0234 3.6303 -3.4912
42 O -0.5672 2.7814 -3.5286
43 H -3.6191 0.5323 -0.8551
44 H -4.7928 -0.1476 -1.4052
45 O -4.1908 -0.2294 -0.6542

# C5H28NO12

A cluster of 11 separate species, C5H28NO12 in total (wB97M-V/def2-TZVPD, the Open Molecules 2025 dataset).

Values from the calculation:
Energy above the lowest of the compared OMol25 structures with the same formula, charge and spin (eV): 0.000
HOMO energy (hartree): -0.2080
Orbital gap (eV): 8.24
Net charge: -1

Atoms and positions in Å:
1 O 2.0779 2.8678 -0.0010
2 C 1.8357 1.7184 -0.4412
3 O 2.3046 1.2350 -1.4724
4 C 0.8238 0.9060 0.3914
5 C 1.2345 -0.5684 0.4725
6 C -0.0065 -1.4267 0.5928
7 C -0.6217 -1.9430 -0.4738
8 N -0.4203 -1.6883 1.8968
9 H 0.7210 1.3315 1.4165
10 H -0.1242 0.9710 -0.0931
11 H 1.9855 -0.7230 1.2726
12 H 1.8540 -0.8514 -0.4990
13 H -0.2039 -1.9071 -1.4297
14 H -1.5394 -2.5420 -0.3873
15 H -1.4097 -1.8516 2.0489
16 H -0.0984 -1.1258 2.5875
17 H -1.1087 2.9258 -1.3290
18 H -0.9942 1.5801 -2.1938
19 O -1.6550 2.2031 -1.7767
20 H 2.1786 -2.5320 -1.9902
21 H 2.0123 -3.0370 -0.5639
22 O 1.9994 -3.3034 -1.4258
23 H -0.0969 -0.3457 -2.1960
24 H 0.9041 0.7957 -2.4251
25 O 0.0875 0.4215 -2.7443
26 H -2.6238 0.3966 2.9196
27 H -2.1844 1.2793 1.6828
28 O -2.0681 1.1831 2.7139
29 H -3.2838 -1.9234 0.6878
30 H -3.1027 -0.3421 0.8009
31 O -3.2849 -1.2464 1.2934
32 H 0.6126 3.7343 -0.1030
33 H -0.7246 3.6059 0.6778
34 O -0.3620 3.9195 -0.1570
35 H 0.3755 -4.4570 -0.5201
36 H -0.2383 -3.9807 0.6808
37 O -0.1502 -4.7923 0.1951
38 H 2.6933 -0.2560 -2.2897
39 H 1.9105 -0.9232 -3.4840
40 O 2.5906 -1.0842 -2.7974
41 H -3.7932 1.6442 0.0722
42 H -2.3895 1.4511 -0.6099
43 O -2.9251 1.1590 0.1564
44 H 0.9678 1.1327 3.4223
45 H -0.4897 0.8142 3.4201
46 O 0.3277 0.5418 3.7527

# C5H29N2O8

A cluster of 8 separate species, C5H29N2O8 in total (wB97M-V/def2-TZVPD, the Open Molecules 2025 dataset).

Values from the calculation:
Energy above the lowest of the compared OMol25 structures with the same formula, charge and spin (eV): 4.583
HOMO energy (hartree): -0.4528
Orbital gap (eV): 9.64
Net charge: +1

Atoms and positions in Å:
1 N -0.0645 -0.6391 0.0220
2 C -1.6403 -0.3704 -0.0990
3 C -2.1981 -0.2307 1.1863
4 C -3.4749 -1.0931 1.2774
5 O -4.5305 -0.3079 0.6798
6 C -1.9054 0.8885 -1.1398
7 N -0.7062 0.9101 -2.0250
8 C -0.9483 1.4121 -3.4376
9 H 0.3149 -1.1926 -0.7716
10 H 0.0741 -1.2452 0.8583
11 H 0.4121 0.2019 0.2041
12 H -1.9479 -1.3425 -0.6864
13 H -1.3496 -0.5183 2.0421
14 H -2.4119 0.7705 1.5266
15 H -3.9016 -1.3882 2.2856
16 H -3.2045 -2.1832 0.9967
17 H -4.3758 0.0702 -0.2000
18 H -2.9472 0.5787 -1.6937
19 H -2.0154 2.0561 -0.7490
20 H 0.0421 1.4919 -1.5959
21 H -0.9728 2.4983 -3.2321
22 H -0.0006 1.0870 -3.9071
23 H -1.8258 0.9508 -3.8719
24 H 2.7792 0.5673 -0.2494
25 H 2.9208 1.7761 -1.2508
26 O 2.3838 1.3108 -0.6622
27 H 1.9447 2.7646 0.4270
28 H 2.0065 4.2419 0.3185
29 O 1.5888 3.5558 0.7309
30 H 1.4831 -3.3967 -0.0268
31 H 1.8028 -2.3671 -1.1678
32 O 1.9937 -2.6188 -0.2076
33 H 4.4750 -0.6020 0.3470
34 H 3.1161 -1.1191 0.6517
35 O 3.6193 -0.2848 0.7397
36 H 0.6357 -1.2395 2.9218
37 H 0.0553 -2.7418 2.8067
38 O 0.6893 -2.0924 2.4874
39 H 1.2535 -0.1671 -2.4387
40 H 0.7589 -1.4123 -3.2227
41 O 1.2619 -1.1533 -2.3716
42 H 1.8928 0.7463 3.0503
43 H 0.8042 1.7706 2.7228
44 O 1.0661 0.8166 2.5038

# C5H2Cl2F3N

An isolated molecule of C5H2Cl2F3N (wB97M-V/def2-TZVPD, the Open Molecules 2025 dataset).

Values from the calculation:
Energy above the lowest of the compared OMol25 structures with the same formula, charge and spin (eV): 0.663
HOMO energy (spin up / spin down) (hartree): -0.3401 / -0.3800
Orbital gap (spin up / spin down) (eV): 7.48 / 8.62

Atoms and positions in Å:
1 C -1.7529 -1.3663 -0.0176
2 C 0.1412 0.1309 -1.0067
3 C -0.6256 -1.1676 -0.7708
4 C 0.2007 1.0603 0.2278
5 C 0.7973 0.4889 1.4517
6 N -2.6995 -1.4285 0.6787
7 F -1.0751 1.4651 0.5391
8 F 0.9098 2.1819 -0.2447
9 F 0.9829 1.4532 2.4284
10 Cl 0.0815 -2.6082 -1.3039
11 Cl 2.2684 -0.4247 1.2386
12 H 1.0358 -0.2624 -1.3083
13 H -0.2645 0.4776 -1.9122

# C5H2FNO2

A cluster of 2 separate species, C5H2FNO2 in total (wB97M-V/def2-TZVPD, the Open Molecules 2025 dataset).

Values from the calculation:
Energy above the lowest of the compared OMol25 structures with the same formula, charge and spin (eV): 4.960
HOMO energy (spin up / spin down) (hartree): -0.3556 / -0.3419
Orbital gap (spin up / spin down) (eV): 7.60 / 6.16

Atoms and positions in Å:
1 C 0.0581 -3.0521 2.5364
2 C 0.1769 -2.1905 1.6836
3 C 0.2313 -1.1418 0.8543
4 C 0.2490 -0.7151 -0.3172
5 C 0.5786 1.6927 -1.2124
6 N -0.9110 1.7504 -1.5108
7 O -1.1876 1.5928 -2.6604
8 O -1.6365 2.0470 -0.6284
9 F 0.9230 2.3085 -0.1584
10 H 0.3045 -3.7456 3.3633
11 H 1.2137 1.4537 -1.9500

# C5H2N2O2

An isolated molecule of C5H2N2O2 (wB97M-V/def2-TZVPD, the Open Molecules 2025 dataset).

Values from the calculation:
Energy above the lowest of the compared OMol25 structures with the same formula, charge and spin (eV): 1.402
HOMO energy (hartree): -0.3414
Orbital gap (eV): 7.59
SMILES: O=C1C=Nc2ncoc21

Atoms and positions in Å:
1 O 1.6757 -0.4579 -2.0592
2 C 0.7263 -0.3622 -1.4137
3 C -0.6253 -1.0724 -1.4358
4 N -1.3628 -0.9084 -0.4366
5 C -0.7891 -0.0362 0.3349
6 N -1.2295 0.5678 1.4984
7 C -0.1594 1.0017 2.0604
8 O 0.9074 0.9551 1.3051
9 C 0.5863 0.2523 0.0634
10 H -0.6705 -1.9059 -2.1039
11 H -0.2815 1.6134 3.0478

Which of these has the highest energy above the lowest of the compared OMol25 structures with the same formula, charge and spin? C5H2FNO2